DFT (wB97M-V/def2-TZVPD) results for 5 unconnected molecules or ions with the total composition C18H46IN2O6.

XYZ file:
```
73
Properties=species:S:1:pos:R:3
H -24.89549 -6.08117 -30.79244
C -27.15218 -4.25821 -37.20528
H -30.92181 -4.61017 -26.53749
H -26.79545 -5.71025 -27.51186
O -28.97094 -4.23879 -28.18654
C -27.54327 -5.48177 -26.75247
H -25.09651 -8.48031 -31.03201
H -26.16916 -6.71681 -29.63709
C -25.91671 -2.35630 -34.13235
H -27.36120 -3.32965 -37.73649
N -26.63783 -5.57947 -31.35920
H -22.83166 -6.08557 -35.92446
H -25.98545 -2.86429 -32.37260
O -28.43473 -4.45770 -33.18774
C -25.84410 -6.60422 -30.67138
H -26.54769 -4.71940 -30.83741
C -29.89188 -4.76270 -26.21485
O -25.11191 -7.37004 -32.80379
H -25.72639 0.68660 -24.59364
H -29.84694 -5.16750 -31.84056
H -25.01956 -2.79414 -36.11094
I -26.18818 -2.33722 -29.87892
H -23.33513 -3.55724 -34.86002
O -24.40644 -5.27286 -34.89701
H -29.92805 -5.30806 -25.27179
H -28.36839 -6.77866 -31.71016
C -23.80156 -5.63692 -36.13922
H -24.39351 -0.29501 -27.06812
H -27.18830 -0.32750 -24.63067
C -24.03922 -0.79977 -26.16933
H -23.89025 -2.86801 -32.53567
H -26.89402 -1.90777 -33.95406
H -28.09875 -4.11096 -28.56674
C -25.76347 -7.80278 -31.56514
C -28.88559 -4.65630 -31.89129
C -28.10282 -5.83125 -31.24116
H -29.91591 -2.98961 -33.81274
H -29.37900 -6.22246 -27.63569
H -27.99927 -4.91282 -37.41029
H -27.17792 -4.56803 -26.28375
H -23.53598 -7.75844 -34.18095
H -28.88951 -3.75659 -34.98860
H -23.37111 -1.62425 -26.41826
H -30.07179 -4.82255 -34.11302
H -28.51920 -5.88537 -30.23528
O -26.60938 -4.12828 -35.81285
H -23.41588 -8.58096 -32.60068
H -26.40177 -4.82622 -37.75515
O -25.97601 -2.24782 -26.15162
C -26.25542 -0.09215 -25.14297
H -26.57175 -2.04156 -36.19015
H -24.86392 -1.67928 -24.48027
H -22.73380 -4.90262 -33.86958
H -26.37478 0.30948 -26.14922
H -23.53170 -4.76832 -36.73990
H -23.39326 -0.11865 -25.61534
H -24.45412 -9.11316 -33.97971
N -25.75526 -3.41628 -33.18649
C -29.43859 -3.93668 -34.06438
H -24.24957 -4.54164 -32.27094
H -26.67865 -8.35839 -31.76969
H -25.25543 -1.50474 -33.97220
H -25.85021 -2.20277 -27.10226
C -24.09363 -8.26712 -33.39459
H -24.46560 -6.24985 -36.74870
C -23.62803 -4.37559 -34.20229
C -26.00765 -2.80248 -35.65081
H -27.50784 -6.34993 -26.09434
H -29.54407 -3.81701 -25.79915
C -24.34664 -3.74035 -33.00348
H -28.91662 -3.70983 -31.35153
C -25.27339 -1.26288 -25.40063
C -28.95361 -5.28782 -27.27021
```

Computed properties:
Energy in a.u.: -1571.83551
Orbital gap (spin up / spin down) in eV: 1.40 / 7.08
Multiplicity: 2
E_HOMO (spin up / spin down) in eV: 2.91 / -2.78
Total charge: -2



DFT (wB97M-V/def2-TZVPD) results for 7 unconnected molecules or ions with the total composition C18H47BrN3O7.

XYZ file:
```
76
Properties=species:S:1:pos:R:3
H -5.10916 6.39473 -1.42386
C -0.45091 -0.23816 0.72516
O 1.10110 -2.36911 3.75641
O 1.94259 -1.99373 -3.46469
H 4.25143 -3.03750 -3.38784
H 3.78946 -2.47485 8.96781
O -5.69698 3.53954 -3.40092
C -6.77610 1.89245 -4.83608
C -5.44975 5.75448 -0.61090
H -4.66678 2.24393 -4.58308
H 4.09950 -3.93444 -6.19064
C 4.24204 -3.84875 7.66418
H -6.66786 0.90382 -5.28333
H -3.29889 5.87246 0.84114
H 0.96345 -1.56583 3.24860
C 1.36969 -1.50143 -0.05105
H 4.44265 -5.92715 8.23206
N 0.05062 0.98196 0.56331
C 1.37975 -0.97119 5.72096
C 5.29894 -4.30145 -4.43922
H -2.04636 -0.56638 -0.49418
H -1.72627 3.30768 -0.50730
H 4.35880 -5.65303 -5.84249
H 3.22086 -4.70139 -4.87394
C -2.03979 2.83913 -2.38577
H -1.70211 4.29503 -3.94124
H 2.13915 -2.96105 5.40777
H 5.31761 -3.64613 7.68512
H 0.41819 -1.29913 6.11638
O 3.53417 -2.67434 8.06324
N 0.40609 -1.21841 1.10164
O -1.55099 2.53343 -1.06439
H 2.94644 -1.72282 4.43635
C -1.33642 4.05801 -2.94272
H 1.20202 -0.05821 5.14404
H -6.49020 3.54171 -2.85788
H 6.25145 -4.25563 -4.96283
C -5.57400 2.24016 -3.97964
H -7.69074 1.90295 -4.23947
H -1.50175 4.92258 -2.29689
H -2.48846 -0.60306 1.16224
H -0.25940 3.88929 -2.99435
H -0.16403 -2.05376 1.18630
C 3.90970 -5.03177 8.55391
H 4.18143 -4.82274 9.59080
H -6.39175 5.28923 -0.90269
H 3.95364 -4.05343 6.63406
O 5.08647 -3.01183 -3.86286
H 1.08480 -2.43686 -0.51834
H 2.03863 -0.73414 6.55558
H 0.56001 -0.37300 -1.71882
Br 2.79412 1.03634 1.11545
H 3.14210 0.60427 -1.96874
H -5.63472 6.39560 0.25359
H 2.23488 -0.15336 -4.12300
H 1.45044 1.83334 -0.79556
C -4.39929 4.71114 -0.28813
H 3.34684 -1.13006 -1.50242
H -0.62829 1.48926 -0.04851
H 5.38216 -5.04456 -3.63975
H 2.36160 -1.65101 0.34911
H -6.89770 2.62597 -5.63239
H -3.11531 3.00469 -2.33059
H -5.45065 1.50283 -3.17658
H 2.83869 -5.23424 8.53221
C 4.18116 -4.67477 -5.39458
C 1.39659 -0.33704 -1.02217
H -1.86264 1.97184 -3.02204
C 1.32906 0.94562 -0.19524
C 2.67817 -0.37132 -1.89103
C 1.98189 -2.04719 4.84010
O -3.15225 5.32055 0.06802
N -1.77829 -0.46669 0.46716
C 2.27791 -0.84779 -3.26888
H -4.72975 4.06475 0.53264
H -4.20871 4.08994 -1.15831
```

Computed properties:
Energy in a.u.: -3978.67315
Orbital gap in eV: 7.92
E_HOMO in eV: -11.89
Total charge: +1



DFT (wB97M-V/def2-TZVPD) results for 10 unconnected molecules or ions with the total composition C18H48BF4N2O7.

XYZ file:
```
80
Properties=species:S:1:pos:R:3
H 4.01539 0.86254 -2.17844
H 0.85009 0.03572 -5.28682
H -5.02319 -1.80851 1.74369
H 1.73272 5.45525 -1.52240
H -0.55138 0.16496 -4.22375
H 0.89540 1.05497 5.04312
H 0.63101 -0.77219 6.47562
H 0.84241 3.15681 -1.02845
H 3.82360 0.32409 1.80751
H -0.84140 -3.39568 3.14181
B 0.18174 -0.15653 -0.59415
H -0.76989 0.82772 5.61051
H -4.79178 -3.20374 0.46705
H -1.70752 1.82741 0.03819
F -0.54764 0.32571 0.55220
O -2.74180 -2.46951 -0.52408
F -0.33060 -1.40963 -0.87057
C -0.04778 0.51432 4.92859
H 2.82600 1.87315 -3.10924
C 4.22076 0.35650 -4.37802
H 0.96743 -1.25316 4.88193
H -3.89919 4.71910 0.47194
C -0.34022 -3.07534 2.33118
H 3.47971 -1.02699 2.37353
H 1.20602 5.41024 -3.08366
O -0.69709 0.27795 3.71635
H -5.01940 3.80318 -0.06204
H -0.65189 -2.64562 -3.02056
H 0.47234 1.62185 -4.62551
H 4.95691 -0.40645 -4.13349
N -1.16585 -5.82394 -2.68647
N -1.57773 1.32636 -7.03738
H -3.05737 -0.74680 0.66996
C 0.04250 0.67429 -5.00952
O -2.27489 2.66697 0.05286
H -4.84659 3.72296 1.70465
C -3.39273 2.46857 0.95659
C 3.42227 0.89194 -3.15779
C 1.12062 -3.36933 2.37587
H -0.90813 -3.37976 -4.38034
H 3.22711 1.59217 4.24476
H -0.44129 -1.81189 5.38369
C -3.29511 -1.92870 0.56859
C -0.88102 1.06659 -6.18299
H 2.39269 4.15574 -2.45940
O -0.78268 4.31785 -1.47767
H -0.58539 -2.15922 2.05283
C -4.71385 -2.17387 0.71472
H -0.80413 -3.53440 1.45357
H 4.67931 1.19882 -4.80548
F -0.20532 0.62958 -1.63728
C 1.44476 4.74589 -2.23319
C 3.60067 0.55954 4.01829
H 4.74831 0.41824 4.05199
C 0.33498 -0.92887 5.51511
F 1.49228 -0.21399 -0.33450
H 2.65500 -4.77704 2.33730
H 1.59090 -2.78137 1.50874
H 3.40985 0.16346 -5.13213
H 1.76044 -0.15601 1.52955
C -4.25462 3.67162 0.67545
O 1.51025 -4.70496 2.29291
C -1.24320 -3.33056 -3.46619
H -5.30716 -1.47831 0.19711
C 0.43148 3.56846 -1.79798
H -3.79669 1.54575 0.82839
H 0.17980 2.69125 -2.55138
H 3.28509 -0.05762 4.87299
H -0.11377 0.10253 2.96522
C -1.23135 -4.73950 -2.97756
H 1.53198 -2.96328 3.32580
H -2.19373 -3.11435 -3.56981
O 1.95622 0.16951 2.32454
H -2.80844 2.23892 1.84441
H -1.88166 -2.24400 -0.64221
H 2.17146 -0.03353 -1.84523
H -2.81978 -2.48528 1.43274
C 3.27462 -0.11120 2.56934
O 2.56328 -0.19074 -2.80379
H -1.38410 3.66341 -1.22170
```

Computed properties:
Energy in a.u.: -1775.06838
Relative energy (zero: lowest compared OMol25 entry of this formula, charge and spin) in eV: 0.7052
Orbital gap in eV: 9.53
E_HOMO in eV: -7.16
Total charge: -1



DFT (wB97M-V/def2-TZVPD) results for a molecular structure, C18H48CaO22PS6.

XYZ file:
```
96
Properties=species:S:1:pos:R:3
S 2.35298 2.17194 -2.64385
S -1.32685 0.15972 -3.93966
O -2.83218 -3.18467 -1.27865
H -3.93045 -4.18530 0.76682
O 1.35541 -0.74576 -0.51519
O -2.04444 4.36543 -0.81683
H -2.23089 2.78748 3.74128
H 1.36729 -0.41053 5.85241
H -1.28746 3.32232 -3.86644
O -0.88462 1.19746 4.01510
O 1.47752 1.88898 -1.49559
O 1.99579 0.38485 3.72785
C -1.52180 -1.39938 4.26004
S -1.72100 0.01299 3.14990
C -3.03366 -0.34989 -3.71428
H 3.51920 2.73801 3.96652
C 4.02801 1.68572 -2.12848
H -4.12277 -3.57091 3.07871
C -3.93405 -1.19840 0.14332
H 1.56210 -1.89675 -3.17453
O -0.72861 -0.78558 -4.84667
H -4.81660 -1.80952 0.33238
O 2.41111 3.45430 -3.32990
H -2.41754 -4.96197 0.91270
O 1.55073 -3.01449 -1.38391
O -1.63898 1.61414 -4.75570
H 3.91582 -2.08814 -2.42634
S -2.48743 -2.19923 -0.27133
H -3.58569 -0.35612 -4.65413
H 3.46904 0.59438 4.97469
H 1.61035 -2.14469 2.05030
H 1.74049 -2.00248 5.14538
Ca -0.30344 0.85901 -0.17596
H 2.80505 -1.34920 6.39718
H 0.14730 -2.65630 1.16657
H 3.79527 -3.76087 -2.07093
H 2.32190 0.16775 -7.04440
O -0.68299 0.44834 -2.65468
H 3.53666 1.91275 -5.28874
H -2.41479 1.87168 5.11537
H 4.35823 2.50183 -1.48582
H -4.06805 -0.40285 -0.58964
H 3.15787 3.36199 2.34854
C -0.66401 3.04908 5.44362
H -3.04106 -1.38832 -3.38308
H 1.56158 -3.62236 -3.36202
C -2.18425 2.73622 -4.06730
H -2.61784 2.61994 -3.07403
C 2.55634 1.44397 -5.20315
O 3.77434 0.59500 1.99067
H -3.62897 -5.33539 2.99530
C 2.91318 -0.22310 4.51552
O -0.95554 -0.15216 1.88749
H -3.57281 -0.70188 1.04392
C -3.34452 -4.29502 2.83773
H -3.85600 2.78315 -5.50810
O 3.44428 -2.10385 -0.06721
S 2.02338 -1.98243 -0.19216
O -1.37300 -1.28619 -0.48729
H -3.63183 4.29139 -4.62517
C 1.94539 -2.81762 -2.73499
O -2.23823 -2.99520 1.21042
C -3.01887 -4.17293 1.36428
H -2.47661 3.80543 -5.90058
H 1.93673 2.17485 -5.72275
O -3.11536 0.41898 3.09621
H 1.70280 3.17538 3.45561
P -2.12707 2.94739 -0.09650
H 3.67184 -0.82804 4.01895
C -1.62168 2.29884 4.50168
H 0.33370 3.25504 5.05599
H 4.60240 1.71233 -3.05449
H 3.54909 -0.35429 -6.00911
C 3.45469 -3.00915 -2.78298
O 1.37786 1.28610 1.46888
C 2.55640 0.09510 -5.98241
O 2.14163 1.08643 -3.87932
O -2.22084 1.55085 -0.72630
C 1.21965 -2.81315 1.28308
H -1.19605 3.85096 5.95548
H -3.48047 0.38415 -3.04372
H -0.42274 2.41920 6.29985
H 1.75491 -3.75706 1.38612
H -1.12974 -2.29019 3.76927
H -2.51193 -1.65500 4.63738
H -0.92926 -1.05921 5.10932
C -3.10786 3.45332 -5.08471
H 3.98971 -3.20788 -3.71162
H -2.46687 -3.97483 3.39925
C 2.16823 -1.08631 5.55252
H 1.97261 -0.73419 -5.58297
H 4.01712 0.64383 -1.80841
C 2.72914 2.88566 3.23024
S 2.48627 1.19949 2.41131
O -0.71922 3.09653 0.41784
O -2.69431 3.55864 1.15875
```

Computed properties:
Energy in a.u.: -5777.94372
Orbital gap (spin up / spin down) in eV: 6.62 / 6.13
Multiplicity: 2
E_HOMO (spin up / spin down) in eV: -6.75 / -6.25
Total charge: 0



DFT (wB97M-V/def2-TZVPD) results for 6 unconnected molecules or ions with the total composition C18H48ClN2O11.

XYZ file:
```
80
Properties=species:S:1:pos:R:3
O 22.53525 -22.53642 -16.06711
H 21.95184 -26.84574 -18.66090
O 26.35217 -25.84840 -13.50048
H 22.03754 -21.90030 -11.34838
H 27.05621 -17.82415 -14.29032
H 25.90403 -23.27636 -22.81113
H 24.01444 -23.11885 -14.24078
H 22.71113 -24.26383 -11.92089
H 25.24750 -26.23042 -15.11948
O 21.97170 -20.24610 -16.15404
C 26.29100 -18.42158 -14.78594
C 25.48506 -22.43617 -20.88686
H 22.74684 -18.13723 -22.90638
H 25.78570 -24.35136 -21.58752
H 23.01905 -21.94691 -9.05378
H 21.17639 -24.43634 -18.07364
C 22.32211 -19.05174 -22.49240
O 25.14007 -22.91335 -19.49558
O 24.07743 -22.15033 -10.68033
C 22.95661 -23.45039 -12.60365
C 25.49018 -25.37686 -14.48652
H 24.64994 -21.55234 -8.64412
C 25.25995 -23.46933 -21.95321
H 20.26424 -17.61535 -16.71965
O 24.19751 -20.99754 -15.80842
H 22.09263 -26.13972 -20.34407
C 24.12719 -24.99816 -13.88097
H 19.56237 -16.06405 -17.09405
H 23.37751 -25.09720 -14.66598
H 22.10000 -23.30106 -13.26092
H 25.84349 -24.56236 -15.11887
C 23.91303 -21.45868 -9.44179
H 23.18059 -19.62124 -22.13637
H 17.37601 -19.93919 -17.02049
O 17.54672 -17.84063 -17.04643
C 27.53072 -26.52741 -14.02627
H 22.19656 -18.42806 -18.05680
H 27.20549 -27.47910 -14.44654
H 23.94593 -25.69675 -13.06413
H 26.29238 -19.97827 -15.92805
C 19.81248 -17.03415 -17.52352
H 22.88352 -17.37497 -20.13897
C 25.25341 -17.61450 -15.62442
H 18.76934 -18.73358 -18.42034
H 25.64420 -18.96113 -14.09410
H 18.12442 -17.21663 -18.90951
H 25.63187 -17.41366 -16.62669
H 25.10392 -16.57592 -15.32930
H 23.08106 -25.58598 -19.01380
H 26.56345 -22.32901 -20.76983
H 24.22801 -23.72555 -22.19308
O 26.96456 -19.45530 -15.48500
Cl 22.94954 -21.24466 -16.42435
C 18.54736 -17.73347 -18.04806
O 23.22091 -21.30831 -17.89939
N 20.78928 -16.95723 -18.57678
H 23.25722 -21.25803 -12.33345
H 16.16630 -19.19705 -17.98051
C 22.31386 -18.30426 -20.13787
H 28.29622 -26.96550 -13.38580
H 28.11770 -26.04112 -14.80542
C 22.08697 -25.95219 -19.27033
H 16.12605 -19.13634 -16.16567
H 23.84566 -20.37605 -9.54903
H 23.11392 -19.03687 -20.03150
H 24.37619 -22.46462 -19.12581
H 25.06308 -21.44040 -21.02273
H 24.27463 -18.09223 -15.66746
C 23.03578 -22.13146 -11.72010
O 21.56787 -18.72597 -21.28763
C 21.46927 -18.26187 -18.85149
H 20.68804 -19.02196 -18.84398
C 21.06597 -24.75203 -19.11106
H 21.82953 -22.96040 -19.44720
C 16.73865 -19.05601 -17.06365
H 20.32810 -16.73930 -19.44851
N 24.21606 -23.58057 -13.36541
O 21.42670 -23.66741 -19.95657
H 21.66651 -19.56958 -23.19251
H 19.99183 -24.92259 -19.18340
```

Computed properties:
Energy in a.u.: -2111.33220
Orbital gap (spin up / spin down) in eV: 7.65 / 2.39
Multiplicity: 2
E_HOMO (spin up / spin down) in eV: -8.21 / -8.21
Total charge: 0



- The lowest total charge belongs to which entry?
  C18H46IN2O6



- Which formula does entry 1 have?
  C18H46IN2O6



- What is the formula in the second record?
  C18H47BrN3O7



- What is the total charge in the first record?
  -2